Density functional theory data (ωB97M-V/def2-TZVPD) for the molecule C5H7N in a non-equilibrium geometry.

```
13
Properties=species:S:1:pos:R:3:nbo_charge:R:1
C 0.726 0.673 -0.147 0.02
C -1.383 0.510 0.027 0.41
C 1.524 1.663 0.120 -0.47
C 0.495 -0.774 -0.246 -0.48
C -0.985 -0.967 0.238 -0.50
N -2.215 1.377 -0.111 -0.63
H 2.490 1.397 0.396 0.19
H 1.295 2.653 -0.024 0.21
H 0.460 -1.101 -1.269 0.22
H 1.227 -1.529 0.004 0.21
H -1.102 -1.173 1.236 0.23
H -1.433 -1.588 -0.553 0.23
H -3.143 1.115 0.174 0.35
```

Output
ΔE to the lowest compared entry with this formula, charge and spin = 4.725 eV
2S+1 = 1
M = 81.12 g/mol
E_tot = -249.2996 a.u.